This record from OMol25 describes a gas-phase ion, C2H5NO2 (charge +1) in a non-equilibrium geometry. The level of theory is wB97M-V/def2-TZVPD.

Last column: Löwdin charge in e.
CARTESIAN COORDINATES (ANGSTROEM)
C1 -0.32053 0.27946 -0.49010  -0.441
H1 1.65651 -0.62167 0.74714  0.162
H2 0.95580 -2.08108 1.10007  0.165
C2 -0.36146 -0.38944 0.98093  -0.037
O1 0.28450 1.49633 -0.40550  0.078
H3 0.17726 2.12746 -1.31826  0.271
N1 0.86105 -1.07554 1.20962  0.292
O2 -0.67683 -0.32531 -1.44615  0.224
H4 -0.40311 0.36027 1.80523  0.185
H5 -1.18314 -0.96446 1.06671  0.101

Output
Kohn-Sham gap (spin up / spin down)   12.608 / 7.134 eV
Calculated total energy   -7730.266 eV
Energy relative to the best compared isomer or geometry (same formula, charge and spin)   75.9 kJ/mol
LUMO energy (spin up / spin down)   -3.93 / -9.25 eV
⟨S²⟩   0.76
Total charge   +1
2S+1   2
Highest occupied orbital energy (spin up / spin down)   -16.54 / -16.38 eV

This record from OMol25 describes a molecular structure, C25H39F3IrN3SbSi3 in a non-equilibrium geometry. The level of theory is wB97M-V/def2-TZVPD.

Last column: Löwdin charge in e.
CARTESIAN COORDINATES (ANGSTROEM)
Si1 0.93988 3.04405 0.36470  0.486
H1 -1.78414 2.35468 -4.52401  0.073
Si2 -0.93410 0.49841 -3.25035  0.386
H2 -2.50895 -0.10015 2.98342  0.025
C1 -4.21554 -0.27315 0.19240  -0.157
H3 0.86126 -0.47323 5.01507  0.141
H4 -2.17572 2.63317 -2.83312  0.031
C2 -1.39284 2.27325 -3.50292  -0.204
H5 1.75803 2.06192 2.49401  0.027
C3 3.57452 -0.86457 0.92026  -0.086
C4 -0.28413 4.26033 -0.26328  -0.176
C5 6.78571 0.06212 -0.88222  -0.603
H6 -0.43189 4.21804 -1.34230  0.037
C6 -0.55690 -2.05626 4.62127  0.036
C7 -2.29097 -4.35806 1.19050  0.054
C8 0.69809 -0.92908 2.93674  -0.102
H7 2.32287 -0.47043 -2.09556  0.074
H8 -2.35504 -5.02587 -2.13515  0.142
H9 -3.39244 -5.77739 0.01010  0.147
H10 -0.53238 2.94193 -3.44049  0.042
H11 1.61526 3.80722 2.51845  0.076
Ir1 0.78008 -1.67503 0.11435  0.983
C9 -0.80676 -2.61460 2.30470  -0.180
N1 -0.81820 -2.93121 -0.02368  -0.106
H12 -3.79289 2.97952 -0.55602  0.053
H13 0.16511 2.83490 2.71906  0.037
C10 4.90938 -0.58902 0.70645  0.074
C11 -1.35781 -3.34244 1.14629  -0.203
C12 4.39938 -0.24686 -1.60967  0.057
H14 -2.70503 -4.69371 2.13122  0.138
H15 2.34586 2.89430 -1.67977  0.053
H16 3.09286 2.01767 -0.31113  0.016
C13 0.37538 -1.08680 4.26866  0.017
C14 1.11494 2.88679 2.18751  -0.182
H17 4.69748 -0.02039 -2.62560  0.156
H18 1.48149 0.63188 -3.87636  0.035
H19 -4.38541 -0.07693 -0.86545  0.043
H20 -3.66294 -1.20478 0.32071  0.032
H21 0.88351 -1.04511 -4.01347  0.043
N2 0.13277 -1.68494 1.97926  -0.095
H22 -3.29859 3.60378 1.05092  0.047
C15 -1.16531 -3.53444 -1.16674  -0.094
H23 -1.24609 4.20090 0.24182  0.021
H24 -0.66074 -3.20248 -2.06643  0.119
H25 1.42809 -0.20391 2.60611  0.088
H26 5.61479 -0.63538 1.52560  0.151
N3 2.65957 -0.81057 -0.07118  -0.173
H27 0.12955 5.25246 -0.03670  0.079
C16 -2.09887 -4.55500 -1.19590  0.022
H28 -3.87976 0.92641 3.40272  0.085
H29 -1.88432 -3.57505 3.88272  0.140
C17 -2.67109 -4.97014 -0.00089  0.039
F1 7.21759 -0.69381 -1.88330  0.203
H30 -4.91992 2.97852 0.78875  0.088
C18 0.62102 0.00881 -4.12301  -0.202
H31 -0.81374 -2.22043 5.66035  0.148
H32 3.09239 3.77326 -0.35116  0.080
C19 -2.34277 -0.68005 -3.44817  -0.187
C20 2.49791 2.88255 -0.59998  -0.179
C21 -1.15776 -2.81628 3.62621  0.049
H33 0.41894 0.17113 -5.18935  0.074
H34 3.22111 -1.15460 1.89954  0.110
H35 -2.16501 -1.67995 -3.05736  0.012
Sb1 -0.36465 0.61203 -0.54457  0.966
Si3 -3.49375 1.14501 1.08768  0.743
H36 -3.27224 -0.30148 -3.02241  0.034
C22 5.32753 -0.27477 -0.57841  -0.034
C23 -3.85870 2.83425 0.52273  -0.151
F2 6.84906 1.34607 -1.24719  0.187
C24 -2.95205 0.88128 2.80994  -0.151
H37 -2.50369 -0.78063 -4.52839  0.073
F3 7.54689 -0.12761 0.18428  0.197
C25 3.07786 -0.50432 -1.31783  -0.136
H38 -5.20447 -0.42150 0.65477  0.084
H39 -2.29852 1.66576 3.19029  0.050

Output
Kohn-Sham gap (spin up / spin down)   6.914 / 5.928 eV
Calculated total energy   -72153.135 eV
Energy relative to the best compared isomer or geometry (same formula, charge and spin)   0.0 kJ/mol
LUMO energy (spin up / spin down)   -12.97 / -13.97 eV
⟨S²⟩   0.76
Total charge   +4
2S+1   2
Highest occupied orbital energy (spin up / spin down)   -19.89 / -19.89 eV

This record from OMol25 describes a molecular structure, C37H37AuN3PS. The level of theory is wB97M-V/def2-TZVPD.

Last column: Löwdin charge in e.
CARTESIAN COORDINATES (ANGSTROEM)
C1 0.10671 -4.77323 1.92185  -0.026
H1 4.04616 -1.82296 2.51960  0.085
C2 -0.52966 -0.32967 -3.41872  -0.688
C3 -0.12505 2.87751 4.65811  -0.096
H2 0.96694 -3.38162 -1.34447  0.080
C4 -1.71575 2.37748 2.92926  -0.127
C5 1.25259 2.18726 -0.89508  -0.435
C6 1.30963 -5.47010 1.84066  -0.047
C7 -0.14205 -2.43826 -2.91597  -0.321
H3 -1.83574 -4.08233 -5.39232  0.105
H4 3.22876 2.02598 -1.72989  0.081
H5 3.40236 -5.37868 1.37834  0.117
S1 -1.40877 -1.12281 -4.72483  1.059
C8 3.75260 -2.83131 0.60989  -0.376
H6 -0.62026 5.04186 -1.07726  0.095
C9 1.33912 4.81945 -1.90490  -0.093
H7 -3.54443 6.74566 1.20715  0.102
Au1 1.18097 0.29554 -0.14045  0.853
H8 0.12322 2.96787 5.70799  0.098
C10 -3.43432 3.60533 -1.01867  -0.114
C11 0.21970 4.37310 -1.21817  -0.089
C12 -0.76293 2.64699 1.94532  -0.409
H9 4.70782 -2.07867 -1.17651  0.082
C13 2.47154 -4.82624 1.42279  -0.028
H10 2.97400 -1.76898 -1.13331  0.040
H11 5.12543 -1.28566 1.22747  0.081
H12 -1.85658 5.00367 1.62597  0.108
H13 1.83346 3.42837 3.98175  0.101
N1 -0.49449 1.01420 -3.36421  0.123
H14 -0.60439 -0.71958 2.25039  0.048
H15 3.56933 -3.39500 -1.48862  0.081
C14 0.01727 -3.44089 1.58306  -0.123
C15 -2.56337 4.88249 0.81404  -0.095
C16 -0.72220 -5.01539 -3.80610  -0.101
C17 -1.40558 2.49974 4.27335  -0.092
H16 -0.78554 -5.28413 2.26264  0.117
C18 -1.22592 -3.93351 -4.51077  -0.099
C19 -1.22899 -1.51932 2.64942  -0.061
C20 -4.37928 4.59149 -1.26460  -0.090
C21 -3.51382 5.86510 0.57767  -0.083
C22 -1.87444 -2.29757 0.33755  -0.056
C23 0.35765 -3.53781 -2.22326  -0.032
C24 0.17085 3.07336 -0.71595  -0.474
C25 2.47303 -3.49785 1.05859  -0.138
C26 3.74453 -2.50187 -0.88668  -0.062
H17 -1.99476 -3.44047 2.13201  0.128
C27 0.06427 -4.81373 -2.67189  -0.086
H18 -2.16075 2.29517 5.02205  0.100
H19 -2.88035 -1.89639 0.47434  0.084
H20 0.45286 -5.66829 -2.13214  0.100
H21 4.53689 -3.57589 0.77403  0.127
H22 -1.01802 1.57774 -4.00577  0.095
H23 -2.22818 -1.10839 2.79772  0.080
H24 -2.71490 2.07328 2.63549  0.104
N2 1.15920 -1.54907 0.70217  0.108
H25 -0.94108 -6.02070 -4.14057  0.098
P1 -1.26867 2.39850 0.19757  1.045
H26 -5.08928 4.47065 -2.07302  0.100
H27 -1.93195 -3.14502 -0.34628  0.079
C28 -1.30362 -2.71352 1.69487  -0.372
H28 1.34363 -6.51762 2.10955  0.107
H29 0.00125 1.45668 -2.60240  0.039
H30 -0.83254 -1.80984 3.62420  0.085
C29 2.37449 2.67452 -1.57618  -0.153
H31 3.29890 4.30903 -2.61243  0.098
H32 -3.41398 2.71098 -1.63252  0.093
C30 4.10592 -1.60234 1.45261  -0.067
C31 0.83255 3.13553 3.68999  -0.084
C32 -4.42077 5.72389 -0.46419  -0.093
C33 2.41982 3.96800 -2.07870  -0.101
C34 -0.92769 -2.65830 -4.05650  -0.483
H33 1.36734 5.82806 -2.29813  0.099
N3 0.06140 -1.11024 -2.57042  0.071
C35 0.51648 3.02463 2.34096  -0.094
C36 1.21908 -2.78532 1.11310  -0.272
H34 -1.27152 -1.51978 -0.13294  0.041
H35 -5.16138 6.49196 -0.64732  0.100
C37 -2.50912 3.74167 0.01473  -0.400
H36 3.44191 -0.76368 1.23972  0.032
H37 1.27243 3.22931 1.59413  0.091

Output
Kohn-Sham gap (spin up / spin down)   8.427 / 6.168 eV
Calculated total energy   -67255.536 eV
Energy relative to the best compared isomer or geometry (same formula, charge and spin)   0.0 kJ/mol
LUMO energy (spin up / spin down)   0.66 / -1.60 eV
⟨S²⟩   2.06
Total charge   0
2S+1   3
Highest occupied orbital energy (spin up / spin down)   -7.77 / -7.77 eV